This record from the Open Molecules 2025 dataset describes C39H44BCl4F4MgN2Na2O15S2 as an isolated structure in a non-equilibrium geometry. The level of theory is wB97M-V/def2-TZVPD.

Each line ends with the Mulliken charge.
Atoms and positions in Å:
C 1.460 -3.463 -1.388  -0.3438
C 1.331 -4.097 -2.791  -0.0682
Cl 0.035 -3.113 -3.662  -0.2120
C 2.610 -4.002 -3.665  0.1129
Cl 2.503 -5.368 -4.889  -0.2057
B 3.979 -4.154 -2.844  0.2878
C 4.634 -3.070 -1.866  -1.2271
C 6.081 -3.503 -1.400  -0.9165
C 6.152 -4.416 -0.169  0.9193
F 4.956 -4.901 0.236  -0.2901
F 6.639 -3.671 0.821  -0.2988
F 6.985 -5.438 -0.330  -0.2464
C 4.862 -5.471 -2.993  0.5833
O 5.727 -5.476 -3.951  -0.8704
O 4.824 -6.355 -2.226  -0.5155
H 1.762 -2.408 -1.520  0.3082
H 2.173 -3.978 -0.721  0.1837
H 0.492 -3.466 -0.859  -0.3946
H 0.909 -5.104 -2.704  0.3949
H 2.602 -3.071 -4.254  0.4731
H 4.733 -2.114 -2.437  0.2982
H 4.043 -2.819 -0.973  0.4163
H 6.591 -2.577 -1.078  0.9939
H 6.672 -3.901 -2.233  0.4829
C -1.889 -2.289 0.642  -0.4185
Cl -2.121 -3.698 -0.417  -0.0993
Cl -1.405 -0.876 -0.289  -0.1302
H -2.822 -2.074 1.155  0.4052
H -1.114 -2.517 1.366  0.3369
C -3.856 1.344 -0.984  -0.1753
C -4.871 2.045 -1.634  -0.8348
C -5.449 3.152 -1.031  -0.5430
C -5.028 3.559 0.227  0.3567
C -4.023 2.840 0.896  -0.2987
C -3.434 1.741 0.280  0.0072
C -3.600 3.231 2.251  0.6263
O -2.713 2.608 2.856  -0.8972
C -4.258 4.379 2.894  -0.2898
C -3.897 4.707 4.182  -0.1296
C -4.481 5.784 4.824  -0.5088
C -5.434 6.551 4.156  -0.5523
C -5.804 6.223 2.860  -0.6143
C -5.223 5.129 2.228  0.2118
C -5.644 4.756 0.853  0.4868
O -6.473 5.412 0.261  -0.6686
H -3.401 0.487 -1.459  0.4430
H -5.208 1.728 -2.613  0.4300
H -6.232 3.695 -1.542  0.5073
H -2.652 1.190 0.780  0.4918
H -3.168 4.124 4.679  0.3518
H -4.196 6.033 5.839  0.3694
H -5.888 7.400 4.649  0.4118
H -6.547 6.817 2.345  0.5150
C -7.180 -5.785 6.016  -1.0676
C -7.044 -5.061 4.687  -0.5641
N -5.687 -5.158 4.147  0.2276
C -4.565 -4.565 4.678  -0.4752
C -3.528 -4.872 3.864  -0.4297
N -4.038 -5.639 2.840  0.1315
C -5.350 -5.811 3.031  -0.1580
C -3.297 -6.175 1.718  -0.1576
H -6.480 -5.391 6.754  0.3460
H -8.188 -5.668 6.409  0.3607
H -6.975 -6.849 5.899  0.3177
H -7.283 -4.002 4.800  0.3486
H -7.736 -5.480 3.958  0.3056
H -4.647 -3.992 5.584  0.4753
H -2.480 -4.634 3.881  0.4998
H -6.015 -6.367 2.394  0.3475
H -3.727 -5.780 0.796  -0.5384
H -3.369 -7.260 1.726  0.3924
H -2.252 -5.882 1.783  0.3648
C 9.200 -5.015 -0.640  -0.2031
C 9.828 -5.584 0.516  0.0742
C 10.127 -4.575 1.618  0.3379
O 10.582 -4.860 2.689  -0.5464
C 9.843 -3.167 1.341  -0.2923
C 9.233 -2.623 0.170  0.6935
C 8.849 -3.662 -0.863  0.2704
O 8.219 -3.356 -1.904  -0.9164
O 8.999 -1.463 -0.057  -0.7235
O 10.120 -6.734 0.692  -0.5970
H 8.938 -5.668 -1.466  0.2729
H 10.142 -2.496 2.139  0.4124
O 0.220 2.854 -2.119  -0.6248
S -0.248 4.184 -2.336  1.1638
O 0.034 4.892 -3.544  -0.5823
O 0.179 5.093 -1.095  -0.2379
C 1.575 5.149 -0.739  -0.4117
C 2.374 6.009 -1.701  -0.9073
C -1.987 4.230 -2.061  -0.7947
H 1.992 4.142 -0.671  0.3443
H 1.624 5.586 0.257  0.2900
H 2.409 5.561 -2.694  0.2988
H 3.399 6.128 -1.349  0.4303
H 1.917 6.994 -1.807  0.1307
H -2.211 3.725 -1.125  0.0295
H -2.468 3.716 -2.890  0.4837
H -2.312 5.268 -2.032  0.3966
Na -2.758 3.016 5.700  0.7284
Na -4.184 -5.600 -1.006  -0.1083
Mg 7.000 -3.751 -3.896  1.1013
F 8.646 -3.471 1.130  0.1122
C -0.558 8.636 -3.516  -0.0744
C 0.206 8.323 -4.778  -0.2350
O 0.057 9.487 -5.596  -0.3505
S -0.037 10.788 -4.650  1.0690
O 1.238 11.382 -4.578  -0.5226
O -1.192 11.511 -5.004  -0.5238
O -0.311 10.019 -3.258  -0.3517
H -1.633 8.504 -3.662  0.3215
H -0.229 8.028 -2.677  0.0697
H -0.177 7.443 -5.288  0.2820
H 1.270 8.188 -4.572  0.3085

Properties
Charge ... +1
Orbital gap ... 0.0392 Ha
HOMO ... -5.6 eV

This record from the Open Molecules 2025 dataset describes C39H44ClHfN2O7PS2 as an isolated structure in a non-equilibrium geometry. The level of theory is wB97M-V/def2-TZVPD.

Each line ends with the Mulliken charge.
Atoms and positions in Å:
Hf 0.656 -0.283 0.368  2.0506
Cl 6.397 -4.364 2.317  -0.1890
C 5.069 -3.726 1.492  -0.0668
C 4.011 -4.502 0.984  -0.5760
C 2.937 -3.885 0.337  -0.9788
C 2.799 -2.515 0.362  -0.2982
O 1.676 -1.965 -0.109  1.0730
C 3.867 -1.764 0.896  1.0208
C 3.867 -0.361 1.004  -1.1732
N 2.905 0.449 0.587  0.9681
C 3.188 1.792 0.883  -1.0363
C 4.385 2.403 0.692  0.2743
C 4.546 3.761 1.050  -1.0011
C 3.535 4.480 1.638  -0.8609
C 2.246 3.876 1.824  0.8720
C 1.121 4.505 2.370  -1.0682
C -0.096 3.961 2.232  -1.5075
C -0.221 2.611 1.701  -0.7718
N 0.826 1.915 1.347  0.5096
C 2.085 2.557 1.369  0.1538
C 5.010 -2.352 1.325  -1.0811
H 4.124 -5.563 1.176  0.4508
H 2.101 -4.465 -0.103  0.4374
H 4.773 0.046 1.472  0.6152
H 5.240 1.815 0.298  0.4804
H 5.569 4.145 0.919  0.4200
H 3.717 5.503 1.930  0.4762
H 1.244 5.507 2.711  0.5156
H -1.018 4.442 2.535  0.4920
H -1.170 2.135 1.624  1.5753
H 5.882 -1.741 1.659  0.4419
C -1.856 -0.449 4.256  -1.7505
C -0.967 -1.109 3.213  2.1407
C -1.042 -2.581 3.258  -1.7807
O -1.222 -0.538 1.838  -0.3610
C 0.520 -0.676 3.406  -0.2685
O 0.970 -0.368 4.480  -0.6380
O 1.203 -0.677 2.299  -0.4894
H -2.928 -0.514 3.950  0.4029
H -1.616 0.629 4.287  0.2842
H -1.820 -0.883 5.222  0.4028
H -2.087 -2.908 3.360  0.4671
H -0.607 -2.867 4.190  0.5622
H -0.563 -3.138 2.410  0.1333
H -1.996 -0.872 1.440  0.1093
O -1.490 1.045 -0.416  -0.0901
S -1.845 2.242 -1.248  0.4049
C -2.943 1.627 -2.611  -0.8639
C -3.984 0.545 -2.247  -1.1921
C -3.477 -0.866 -1.867  0.0992
C -2.308 -1.326 -2.728  -0.5092
S -1.004 -2.247 -1.862  0.5107
O -0.849 -1.628 -0.496  0.0941
C -1.830 -3.758 -1.656  0.6652
C -2.343 -4.141 -0.438  -0.1682
C -3.116 -5.363 -0.371  -0.7404
C -3.360 -6.135 -1.513  -0.6123
C -2.793 -5.726 -2.723  -0.6205
C -2.042 -4.536 -2.818  -0.6801
C -2.798 3.329 -0.203  0.5795
C -2.638 4.698 -0.392  -0.5935
C -3.407 5.598 0.379  -0.8530
C -4.211 5.056 1.371  -0.3247
C -4.347 3.687 1.564  -0.7958
C -3.638 2.794 0.798  -0.0529
H -2.120 1.371 -3.234  0.4312
H -3.302 2.531 -3.120  0.6249
H -4.656 0.388 -3.140  0.3899
H -4.595 0.881 -1.426  0.4433
H -4.310 -1.583 -1.893  0.7213
H -3.137 -0.815 -0.819  -0.5406
H -1.699 -0.529 -3.163  -0.0045
H -2.634 -2.035 -3.501  0.8555
H -2.195 -3.528 0.495  0.0521
H -3.608 -5.696 0.511  0.4729
H -3.983 -6.999 -1.473  0.4511
H -3.025 -6.203 -3.676  0.3786
H -1.629 -4.354 -3.812  0.4273
H -1.960 5.119 -1.074  0.5334
H -3.234 6.642 0.251  0.4548
H -4.795 5.669 2.130  0.3239
H -5.058 3.336 2.347  0.3893
H -3.546 1.677 1.027  0.2005
C 1.644 0.205 -4.400  -1.1743
P 2.204 0.517 -2.681  1.3566
C 2.882 2.181 -2.662  -1.1116
C 3.599 -0.644 -2.418  -1.0963
O 1.038 0.335 -1.708  -1.5469
H 2.380 0.267 -5.161  0.5285
H 0.810 0.886 -4.675  0.3580
H 1.227 -0.837 -4.503  0.3123
H 3.834 2.203 -3.216  0.4356
H 3.134 2.555 -1.671  0.1476
H 2.135 2.792 -3.160  0.4213
H 4.157 -0.691 -3.373  0.6340
H 3.278 -1.656 -2.233  0.2293
H 4.328 -0.345 -1.593  0.2113

Properties
Charge ... +2
Orbital gap ... 0.2722 Ha
HOMO ... -12.7 eV

This record from the Open Molecules 2025 dataset describes C39H44CoN9O4S2 as an isolated structure in a non-equilibrium geometry. The level of theory is wB97M-V/def2-TZVPD.

Each line ends with the Mulliken charge.
Atoms and positions in Å:
Co -0.213 -0.278 -1.628  -1.2407
C -4.098 -0.036 -2.799  -2.0832
C -2.606 -0.144 -2.707  1.2482
N -1.963 -0.189 -1.555  2.0013
N -2.489 -0.089 -0.346  -1.5048
C -1.519 -0.119 0.553  -0.1283
O -0.275 -0.263 0.222  0.4720
C -1.857 -0.042 1.960  0.5740
C -0.834 0.106 2.908  -0.5819
C -1.128 0.116 4.254  -0.7671
C -2.442 -0.016 4.685  -0.5764
C -3.464 -0.135 3.751  -0.7975
C -3.181 -0.147 2.404  -0.6034
C -1.732 -0.218 -3.804  0.2878
C -2.105 -0.182 -5.165  -1.1533
C -1.141 -0.254 -6.135  -0.3968
C 0.208 -0.344 -5.753  -1.0531
C 0.514 -0.360 -4.411  -0.1979
N -0.404 -0.308 -3.458  0.8113
H -4.503 0.019 -1.792  0.3798
H -4.510 -0.910 -3.306  0.3680
H -4.384 0.857 -3.356  0.3689
H 0.179 0.240 2.558  0.4598
H -0.334 0.230 4.979  0.4732
H -2.671 -0.006 5.740  0.4047
H -4.489 -0.220 4.089  0.4392
H -3.963 -0.225 1.664  0.4836
H -3.151 -0.109 -5.420  0.4539
H -1.410 -0.237 -7.183  0.4258
H 0.989 -0.409 -6.494  0.4322
H 1.538 -0.415 -4.072  0.5468
C 0.704 6.896 -2.810  -0.4955
O 1.190 7.296 -1.551  -0.4768
C 2.121 6.489 -0.950  0.8456
C 2.762 5.424 -1.572  -0.2354
C 3.683 4.668 -0.876  -0.0753
C 3.990 4.942 0.462  -0.2985
C 3.385 6.056 1.056  -0.0650
C 2.455 6.804 0.367  -0.7596
N 4.943 4.228 1.169  -0.7782
N 5.041 2.970 1.179  -0.5521
C 4.095 2.117 0.694  -0.0694
C 4.534 0.880 0.198  -0.7454
C 3.695 0.045 -0.495  -0.9132
C 2.368 0.415 -0.843  0.6679
O 1.664 -0.377 -1.591  -0.5563
C 1.909 1.647 -0.302  -0.0327
N 0.627 2.111 -0.579  1.2856
C 0.015 2.990 0.251  -0.1123
C 0.690 3.562 1.292  -1.7893
C 2.044 3.301 1.465  -0.3919
C 2.685 2.391 0.619  0.7765
H -0.038 7.641 -3.093  0.2384
H 0.229 5.911 -2.763  0.1125
H 1.502 6.889 -3.563  0.3109
H 2.539 5.159 -2.594  0.3224
H 4.172 3.839 -1.369  0.3646
H 3.617 6.292 2.084  0.3879
H 1.958 7.642 0.834  0.3956
H 5.579 0.633 0.327  0.4278
H 4.053 -0.907 -0.864  0.4816
H -1.017 3.212 0.041  0.7476
H 0.168 4.245 1.941  0.4391
H 2.587 3.766 2.273  0.7351
C -3.012 -4.996 2.907  -0.9037
C -4.016 -4.893 1.765  -0.5194
C -3.382 -4.587 0.407  -1.0797
C -2.706 -3.215 0.304  0.0301
N -1.331 -3.240 0.752  0.5313
C -0.291 -2.912 -0.036  0.1482
S -0.437 -2.720 -1.706  -0.7552
N 0.945 -2.839 0.489  0.3333
C 1.239 -2.739 1.903  -0.6246
C 1.149 -4.078 2.649  -0.4192
C 2.317 -5.026 2.385  -0.6669
C 2.317 -5.587 0.969  -1.0342
H -3.482 -5.445 3.779  0.4049
H -2.644 -4.016 3.198  0.1737
H -2.168 -5.618 2.617  0.1915
H -4.753 -4.122 2.001  0.2886
H -4.546 -5.846 1.681  0.4077
H -4.169 -4.630 -0.348  0.3386
H -2.646 -5.357 0.165  0.2865
H -3.258 -2.473 0.888  -0.0580
H -2.696 -2.900 -0.743  0.1628
H -1.199 -3.099 1.742  0.0804
H 1.610 -2.411 -0.146  0.3172
H 0.556 -2.024 2.380  -0.2027
H 2.250 -2.340 1.998  0.7737
H 0.224 -4.591 2.383  -0.0763
H 1.113 -3.853 3.717  0.4811
H 2.250 -5.857 3.093  0.3810
H 3.257 -4.504 2.574  0.3205
H 1.354 -6.040 0.740  0.2360
H 3.090 -6.347 0.866  0.4144
H 2.502 -4.806 0.239  0.2307
O -0.932 3.931 -2.221  -0.5937
S -1.039 2.484 -2.562  0.1086
N 0.022 1.609 -1.653  -0.4455

Properties
Expectation value of S² ... 3.840
Charge ... -1
2S+1 ... 4
Orbital gap (alpha / beta) ... 0.1777 / 0.2300 Ha
HOMO (alpha / beta) ... -2.5 / -4.0 eV

This record from the Open Molecules 2025 dataset describes C39H44N5O4Si2TeV as an isolated structure in a non-equilibrium geometry. The level of theory is wB97M-V/def2-TZVPD.

Each line ends with the Mulliken charge.
Atoms and positions in Å:
V 0.477 0.014 -0.390  -0.8240
O 0.145 2.623 2.651  -0.6187
C -0.317 1.598 2.208  -0.4247
N 0.432 0.611 1.557  1.0692
C 1.263 -0.061 2.374  0.0675
O 1.351 0.010 3.597  -0.7947
C 2.151 -1.037 1.639  0.4315
C 3.085 -1.784 2.332  -0.8385
C 3.907 -2.650 1.632  -0.4372
C 3.760 -2.729 0.254  -0.9349
C 2.796 -1.952 -0.364  -0.1061
N 1.997 -1.124 0.310  0.6033
C -1.789 1.293 2.457  0.7423
C -2.357 1.848 3.601  -1.1649
C -3.649 1.487 3.944  -0.4766
C -4.322 0.569 3.149  -0.9541
C -3.683 0.087 2.016  -0.4008
N -2.457 0.458 1.671  0.3859
H 3.134 -1.661 3.405  0.5651
H 4.650 -3.247 2.143  0.4279
H 4.381 -3.382 -0.342  0.4536
H 2.654 -1.988 -1.435  0.3195
H -1.767 2.530 4.197  0.4876
H -4.123 1.910 4.820  0.4141
H -5.321 0.236 3.395  0.4425
H -4.154 -0.630 1.352  0.5606
O -2.798 -2.321 -0.671  -0.8136
C -1.670 -1.852 -0.778  -0.3601
O -0.884 -1.435 0.130  -0.4314
C -1.014 -1.795 -2.154  0.5983
C -1.534 -2.452 -3.253  -0.5932
C -0.795 -2.471 -4.424  -0.5350
C 0.450 -1.856 -4.437  -1.2154
C 0.890 -1.209 -3.295  -0.3691
N 0.162 -1.142 -2.181  0.6988
H -2.495 -2.935 -3.146  0.5554
H -1.170 -2.968 -5.310  0.4155
H 1.080 -1.867 -5.316  0.4940
H 1.851 -0.711 -3.267  0.9158
C -4.816 2.108 -3.399  -1.0884
Si -4.919 2.516 -1.564  0.3329
C -5.903 4.114 -1.414  -1.1624
C -5.890 1.117 -0.780  -0.9964
C -3.289 2.760 -0.661  -0.1521
Te -1.808 1.325 -1.292  0.5028
C -1.282 2.742 -2.841  -0.8578
Si -0.508 4.353 -2.200  0.2572
C -0.108 4.324 -0.380  -0.1727
C -1.763 5.737 -2.524  -1.2710
C 0.983 4.864 -3.217  -0.7506
H -5.767 1.661 -3.699  0.4052
H -4.027 1.383 -3.606  0.2948
H -4.648 2.989 -4.021  0.2995
H -6.879 4.009 -1.892  0.3304
H -5.379 4.942 -1.896  0.3069
H -6.070 4.389 -0.370  0.3130
H -6.914 1.125 -1.159  0.3752
H -5.929 1.194 0.307  0.2573
H -5.441 0.153 -1.032  0.2675
H -3.470 2.622 0.406  0.3953
H -2.874 3.755 -0.805  0.0766
H -2.212 2.991 -3.351  0.5533
H -0.649 2.233 -3.567  0.6728
H -1.013 4.218 0.224  0.3995
H 0.393 5.245 -0.074  0.4886
H 0.543 3.487 -0.127  -0.5100
H -2.653 5.687 -1.895  0.3292
H -2.092 5.714 -3.566  0.3071
H -1.292 6.707 -2.349  0.3321
H 1.771 4.116 -3.235  -0.0517
H 1.397 5.781 -2.789  0.3075
H 0.692 5.077 -4.248  0.3799
N 1.590 1.115 -1.111  0.2094
C 2.607 1.852 -1.515  -0.8242
C 3.221 2.801 -0.566  0.1724
C 3.793 4.010 -0.990  -0.0987
C 4.282 4.931 -0.081  -1.0328
C 4.206 4.684 1.285  -0.6269
C 3.640 3.494 1.723  -0.4164
C 3.164 2.566 0.811  0.0979
C 3.128 1.764 -2.876  0.6434
C 4.496 1.933 -3.168  -0.4700
C 4.981 1.802 -4.456  -0.7883
C 4.128 1.511 -5.518  -0.7682
C 2.770 1.371 -5.259  -1.0607
C 2.284 1.502 -3.970  0.2687
H 3.834 4.231 -2.050  0.4378
H 4.704 5.864 -0.438  0.3813
H 4.576 5.411 1.997  0.3730
H 3.554 3.287 2.782  0.4262
H 2.709 1.651 1.162  0.1667
H 5.179 2.152 -2.357  0.4681
H 6.043 1.924 -4.638  0.3860
H 4.515 1.401 -6.523  0.3731
H 2.078 1.185 -6.073  0.4424
H 1.224 1.420 -3.776  0.7126

Properties
Expectation value of S² ... 1.218
Charge ... -1
2S+1 ... 2
Orbital gap (alpha / beta) ... 0.2183 / 0.1582 Ha
HOMO (alpha / beta) ... -3.7 / -2.0 eV